Run 1
Below is 2 unconnected molecules or ions with the total composition C2H9N2S, with properties calculated with ωB97M-V/def2-TZVPD.

Output
total charge: -1
frontier orbital gap: 6.90 eV
LUMO: 4.296 eV

Geometry as XYZ:
```
14
C2H9N2S ωB97M-V/def2-TZVPD
N 1.53 0.38 -0.15
C 0.88 1.64 0.15
N 0.21 1.77 1.45
H 2.31 0.22 0.48
H 0.84 -0.38 -0.03
H 1.62 2.44 0.07
H 0.12 1.78 -0.61
H -0.52 1.06 1.48
H 0.87 1.54 2.19
C -1.60 -2.15 -1.12
S -1.21 -1.35 0.48
H -1.55 -1.43 -1.95
H -0.90 -2.95 -1.34
H -2.60 -2.58 -1.10
```


Run 2
Below is 2 unconnected molecules or ions with the total composition C2H9N2S, with properties calculated with ωB97M-V/def2-TZVPD.

Output
total charge: -1
frontier orbital gap: 6.78 eV
LUMO: 4.203 eV

Geometry as XYZ:
```
14
C2H9N2S ωB97M-V/def2-TZVPD
C 1.56 -1.23 1.58
S 1.22 0.52 1.01
H 0.78 -1.85 1.09
H 1.21 -1.22 2.60
H 2.58 -1.45 1.30
N -0.48 0.69 -2.05
C -1.41 -0.30 -1.50
N -1.99 -0.13 -0.11
H 0.25 0.75 -1.33
H -0.83 1.65 -2.04
H -0.76 -1.16 -1.32
H -2.22 -0.49 -2.19
H -2.60 0.69 -0.22
H -1.18 0.33 0.36
```


Among the structures above, stability is smallest for run 2.